Entry 1:
A molecular structure, C23H34N4OS, computed with ωB97M-V with the def2-TZVPD basis set.

Positions of all 63 atoms, in Å:
C -6.74912 -2.15415 -0.93810
H -7.13509 -2.81584 -0.30619
H -7.29687 -1.94746 -1.90934
H -5.82710 -2.66817 -1.38075
C -6.46847 -0.97528 -0.54785
C -5.87899 0.04910 -1.35480
H -6.57133 0.17877 -2.09311
C -5.50898 1.49650 -0.87002
N -4.70614 1.29600 0.31547
C -3.28695 1.39483 0.38474
N -2.59296 1.28802 1.36538
C -1.34987 1.55583 1.00758
C -0.14468 1.06488 1.84966
C 1.10842 1.76468 1.62033
C 1.28522 2.30752 0.23357
C 0.15251 2.53780 -0.36316
C -0.99171 1.96906 -0.06195
S -2.57389 2.23085 -0.89509
H 0.49178 3.20022 -1.48170
C 2.61995 2.83316 0.05384
O 2.77597 3.79488 -0.80771
N 3.53879 2.08578 0.52153
H 3.45192 1.14812 0.70278
C 4.95778 2.23453 0.11190
H 5.06690 3.31951 -0.81581
C 5.56760 1.08362 -1.00216
H 4.87635 0.87667 -1.89214
H 6.55001 1.42165 -1.32902
C 5.36509 -0.34742 -0.20001
N 4.13260 -0.77582 0.12207
C 4.08916 -1.60148 1.07799
H 4.70059 -1.37221 1.79960
C 2.69238 -1.82762 1.69561
C 1.68287 -2.40762 0.54157
C 1.77332 -1.34129 -0.57407
H 1.21369 -1.37904 -1.37379
H 1.47591 -0.29923 -0.39682
C 3.24724 -1.09690 -0.81083
C 3.68858 -2.31425 -1.84192
H 2.89607 -2.41504 -2.57819
H 3.81859 -3.31970 -1.06839
H 4.55485 -2.13210 -2.04867
H 3.16049 -0.31412 -1.74490
H 1.90692 -3.42298 0.23696
H 0.57625 -2.24460 0.86898
H 2.81950 -2.67257 2.46476
H 2.41476 -1.02304 2.13355
H 4.59656 -2.84205 0.85053
H 6.04966 -0.15028 0.51152
H 5.82274 -0.98054 -0.90513
H 5.69457 2.26775 0.77449
H 1.94604 1.58249 2.20414
H -0.14487 0.81675 2.80891
C -5.18253 0.33706 1.51816
H -4.42534 0.26086 2.35983
C -5.54167 -0.85254 1.03631
H -6.09322 -1.62505 1.51644
H -4.73649 -1.43629 0.58525
H -6.13444 1.00472 1.79704
H -4.83274 2.12433 -1.15903
H -6.34647 1.89354 -0.50203
H -4.85353 -0.33111 -1.68071
H -7.38817 -0.33373 -0.13710

Orbital gap ... 8.72 eV
Highest occupied orbital energy ... -8.20 eV
E_LUMO ... 0.5 eV

Entry 2:
A molecular structure, C12H18CeI2O4RhS2, computed with ωB97M-V with the def2-TZVPD basis set.

Positions of all 40 atoms, in Å:
I -0.18077 -1.86848 -3.87261
I -0.30685 -0.44413 -6.08592
Ce -0.03945 0.26625 -1.14387
Rh 0.13993 0.26928 1.83262
S 1.42316 -1.40849 0.40730
S -1.71805 -0.96361 0.69865
C 1.56231 1.26568 2.47622
C 3.27960 -1.10396 -0.18410
C -3.51824 -0.14009 0.38335
C 3.35078 -0.87722 -1.67199
C 3.99835 0.01870 0.53290
C 3.98926 -2.40925 0.16483
C -3.95438 -0.51432 -1.02846
C -3.53767 1.34939 0.61711
C -4.32215 -0.88308 1.44067
C 1.56798 2.29534 -0.79708
C -0.94473 2.75193 -1.28183
O 2.46154 1.76694 3.01252
O 2.16876 3.23866 -0.51054
O -1.21737 3.88419 -1.23434
H 2.94244 0.07576 -1.99378
H 2.80815 -1.63449 -2.21802
H 4.38954 -0.90130 -2.03330
H 3.56947 1.00404 0.35566
H 5.06737 0.08702 0.24966
H 3.99406 -0.16187 1.60426
H 3.94355 -2.57195 1.23828
H 5.05941 -2.46838 -0.11158
H 3.48293 -3.27016 -0.26893
H -5.00195 -0.21510 -1.16191
H -3.90296 -1.59376 -1.20458
H -3.44537 -0.01024 -1.86435
H -4.56101 1.68243 0.42730
H -2.92037 1.95529 -0.04566
H -3.30633 1.59061 1.65100
H -5.37497 -0.57081 1.37349
H -3.98859 -0.58886 2.44398
H -4.26122 -1.96052 1.28278
O -1.69660 1.78824 3.65140
C -0.99956 1.27029 2.86890

Multiplicity ... 6
Total charge ... +4
Orbital gap (spin up / spin down) ... 3.99 / 3.55 eV
Highest occupied orbital energy (spin up / spin down) ... -18.94 / -21.18 eV
E_LUMO (spin up / spin down) ... -15.0 / -17.6 eV

Entry 3:
C2HN2PS2 in the gas phase, computed with ωB97M-V with the def2-TZVPD basis set.

Positions of all 8 atoms, in Å:
C 1.68598 1.12607 -0.82090
C -1.23619 -0.48273 0.36973
N -0.38333 0.10997 0.98782
N 0.66036 0.47760 1.52422
P -2.81848 -1.23871 0.24898
S -2.53442 -2.24214 -1.41184
S 2.22251 0.66504 0.58379
H 2.40357 1.58490 -1.48180

Orbital gap ... 6.99 eV
Highest occupied orbital energy ... -8.83 eV
E_LUMO ... -1.8 eV

Computed M (g mol⁻¹) in order:
414.62 787.24 148.15
Computed relative energy (zero: lowest compared OMol25 entry of this formula, charge and spin) (eV) in order:
21.515 1.527 4.968